This record from OMol25 describes a structure of composition C19H28BHfN7Si. The level of theory is the ωB97M-V functional and the def2-TZVPD basis.

Geometry as XYZ:
```
57
Properties=species:S:1:pos:R:3:forces:R:3:nbo_charge:R:1
N 1.24596 -1.25529 -1.66480 0.9 -0.6 -0.7 -0.5674
H 3.91925 -2.84146 -2.80294 -0.1 0.2 0.1 0.2792
B 0.54352 0.51810 -3.42302 -0.4 0.4 -0.1 0.5346
C -1.04080 0.18079 2.43970 -0.8 0.1 0.5 0.2254
H 2.54268 1.46688 0.10791 0.1 -0.2 0.1 0.2414
H 3.84707 0.92424 1.18586 -0.4 -0.2 -0.2 0.2802
C -1.73555 -0.16334 -4.55038 -0.1 -0.3 0.8 0.0747
C -2.17797 -0.18833 4.56156 0.3 0.2 -0.1 -0.1471
H -0.72895 -2.81032 0.31364 -0.1 0.6 -0.2 0.2593
H -0.05352 -0.50512 4.24407 -0.5 0.0 -0.1 0.2282
C 3.07906 -2.18978 -2.60797 -0.6 0.0 0.6 -0.2990
H 3.11272 -0.22855 0.04477 0.1 0.3 0.1 0.2280
H -3.51766 -1.36645 -2.05177 0.2 0.1 -0.3 0.2350
C 2.20518 -2.23491 -1.51525 0.0 1.0 -1.2 0.0368
H -4.38673 0.91565 2.20593 0.4 0.1 0.2 0.2381
H -2.12806 -0.51904 5.60504 -0.1 0.2 -0.4 0.2430
H -3.79115 -0.92290 -4.76508 -0.1 0.0 0.0 0.2712
N 0.42966 1.71903 -2.41407 0.1 -0.1 0.7 -0.3072
H 2.80793 1.84309 3.60127 -0.3 -0.1 -0.1 0.2679
C -0.07359 2.70150 -0.49154 0.6 -0.4 -1.1 0.0393
H -0.36834 2.78056 0.54560 -0.1 -0.1 -0.1 0.2519
C -3.43398 0.63260 2.66114 0.0 0.0 0.1 -0.1815
C 2.89402 0.61775 0.71345 -0.2 -0.2 -0.3 -1.1300
H 0.42607 4.75306 -1.17793 0.1 -0.1 0.0 0.2714
H 2.96769 -0.80561 -4.37696 0.0 0.1 0.0 0.2636
C -2.25744 0.68669 1.90587 0.4 -0.7 0.3 -0.3217
C -1.74336 -2.36071 0.39097 -1.6 -0.7 -0.3 -0.8461
H 0.92187 0.92244 -4.50419 -0.2 -0.3 0.5 0.0180
H -2.02951 -1.34518 -0.10714 -1.2 -2.3 1.2 0.1231
C -1.00309 -0.18410 3.80475 -0.3 -0.1 -0.4 -0.2846
N -0.03186 1.48512 -1.12290 0.3 0.7 -0.3 -0.5231
H 3.32853 -1.37026 3.13510 -0.2 -0.2 0.0 0.2668
C -2.81242 -0.95172 -2.76944 0.8 0.4 -0.6 0.0268
C 1.77548 1.63280 3.28148 -0.1 -0.1 0.2 -1.1309
H 1.40365 2.52667 2.75868 0.1 -0.2 0.1 0.2445
C -3.39322 0.20451 3.98911 0.0 -0.1 0.0 -0.2155
H -2.40154 -3.05970 -0.16186 0.3 0.3 0.4 0.3081
C -2.94545 -0.71602 -4.13804 0.0 -0.1 0.4 -0.3071
Hf -0.38090 -0.57556 -0.45617 3.5 3.5 0.9 2.4161
H 2.19609 -2.88698 -0.65091 0.1 0.1 -0.1 0.2464
H 1.01782 3.42281 -3.50602 0.2 0.0 -0.1 0.2571
C 2.27889 -1.46166 2.82182 0.1 0.1 0.2 -1.1300
Si 1.71951 0.16864 2.12255 0.9 0.4 0.4 1.7818
H 1.67602 -1.76603 3.68528 0.2 -0.1 -0.2 0.2515
H -2.28367 1.10823 0.89089 0.0 0.0 0.1 0.2006
C 0.68450 3.03408 -2.56129 -0.6 -0.7 0.7 0.0741
H 2.21307 -2.24984 2.05738 0.1 0.1 0.2 0.2215
N 1.49946 -0.61565 -2.88451 0.3 -0.3 0.9 -0.2895
N -1.56460 -0.56703 -2.36966 -0.4 -0.1 -0.3 -0.5301
H -1.40665 0.15800 -5.52160 0.0 0.0 -0.1 0.2580
H -4.29898 0.17388 4.59748 0.2 0.0 -0.3 0.2458
N 0.04960 -0.05703 1.57914 -0.8 -0.3 -2.8 -1.2740
N -0.91540 -0.08177 -3.49673 0.0 -0.1 0.5 -0.2999
C 2.60778 -1.15332 -3.42367 -0.8 -0.2 0.6 0.0960
C 0.36941 3.69206 -1.36789 -0.2 -0.4 0.1 -0.3019
H 1.16336 1.48734 4.17985 0.2 0.1 -0.2 0.2555
H -2.02147 -2.32284 1.45341 0.1 0.2 -0.4 0.3258
```
Forces are in eV/Å.

Its HOMO-LUMO gap is 6.51 eV. As for the total charge: +2. Its lowest unoccupied orbital energy is -7.384 eV.